No. 1
{"formula": "C38H45F6NO4S", "method": "ωB97M-V/def2-TZVPD", "fmax_ev_per_a": 2.1, "smiles": "CC(C)=CCC[C@H](C)CCc1ccc2c(c1)Sc1cc(Cc3ccccc3C)ccc1N2.CCOC(=O)C(F)(F)F.CCOC(=O)C(F)(F)F", "homo_ha": -0.273, "elements": ["H", "N", "C", "C", "C", "F", "C", "H", "F", "H", "H", "H", "C", "H", "O", "H", "O", "C", "H", "H", "H", "C", "S", "C", "H", "C", "C", "H", "H", "H", "C", "H", "H", "C", "C", "H", "H", "C", "C", "H", "C", "H", "C", "H", "C", "H", "H", "C", "O", "C", "H", "C", "H", "C", "C", "C", "F", "C", "C", "H", "C", "H", "C", "C", "H", "H", "H", "H", "F", "H", "H", "H", "H", "H", "F", "H", "H", "H", "H", "C", "C", "H", "H", "C", "C", "H", "H", "O", "H", "C", "C", "F", "C", "C", "C"], "positions_angstrom": [[2.042, 1.784, -3.384], [-2.758, 2.244, 1.295], [-1.817, 7.387, 5.238], [5.449, 0.783, -1.464], [-2.268, -0.046, 0.610], [-0.558, -4.254, 1.327], [2.002, 1.318, -2.399], [1.153, -9.380, 1.443], [-2.315, 9.446, 6.295], [-0.196, -8.409, -1.135], [-1.290, 5.607, 3.517], [-1.541, -3.796, -1.454], [-0.406, -6.444, 0.443], [0.333, 5.431, 0.156], [-1.988, 6.088, 5.426], [4.221, 1.006, -3.187], [0.344, -6.107, -0.423], [2.999, -1.869, -0.524], [1.565, -9.936, -0.190], [2.822, 4.905, 0.229], [3.193, 1.340, -0.612], [3.142, 1.906, -1.542], [-0.769, 0.112, 1.552], [-2.564, -1.209, -0.075], [0.716, 5.961, 4.990], [-3.109, -2.165, -3.978], [-1.441, 2.684, 1.041], [0.677, 4.303, 4.372], [2.621, -2.203, 0.442], [-4.941, 1.819, -0.211], [1.211, 3.486, 0.472], [-3.867, -3.433, -0.948], [-0.102, -2.976, -5.363], [-4.586, -0.197, -0.849], [-1.133, -5.454, 1.369], [-0.881, -9.567, -0.007], [1.870, -8.262, 0.292], [-0.895, -2.911, -4.634], [0.926, 2.169, 0.836], [-3.433, 2.965, 1.080], [-4.383, -1.444, -4.388], [-1.789, 4.268, 4.540], [4.320, -1.170, -0.357], [4.426, -0.219, 1.612], [4.461, 1.601, -2.303], [2.036, 3.694, -1.949], [-1.855, -2.020, -0.002], [0.163, 5.022, 5.010], [-1.125, 7.903, 4.412], [2.643, 3.837, 0.125], [-4.098, -0.527, -4.905], [-2.096, -2.273, -4.926], [5.938, -1.014, 1.048], [-3.105, 1.069, 0.585], [-0.375, 1.790, 1.111], [-4.272, 0.967, -0.158], [-2.624, 7.657, 7.462], [-4.003, -2.574, -1.602], [-2.950, -2.699, -2.691], [3.281, 3.246, 0.781], [4.856, -1.068, 1.068], [5.336, -1.342, -2.191], [1.179, -9.099, 0.390], [0.166, 4.398, 0.431], [2.269, -1.213, -0.992], [3.052, -2.772, -1.147], [-5.003, -2.555, -2.023], [5.586, 1.247, -0.483], [-3.976, 8.140, 5.841], [-1.940, 4.727, 0.685], [1.024, 1.433, -1.932], [-4.973, -1.142, -3.532], [4.566, -1.975, 1.596], [0.175, 4.657, 6.037], [-1.129, -5.871, 2.638], [-5.494, -0.263, -1.434], [4.923, 2.513, -2.680], [1.708, 1.425, 0.893], [-4.958, -2.066, -5.072], [-2.693, 8.173, 6.229], [-0.204, -8.720, -0.091], [-2.213, -1.852, -5.917], [6.429, 0.855, -1.956], [5.037, -0.653, -1.402], [-3.737, -1.295, -0.824], [0.188, -3.963, -3.132], [2.195, 0.258, -2.572], [-0.774, -7.683, 0.732], [3.779, 3.961, -1.707], [-1.749, -3.356, -2.423], [-1.259, 5.219, 4.535], [-2.411, -5.313, 0.985], [-1.136, 3.999, 0.715], [-0.744, -3.466, -3.370], [2.902, 3.422, -1.347]], "lowdin_charge": [0.0853, 0.0888, -0.4032, -0.2097, -0.4341, 0.1649, -0.0676, 0.0838, 0.1731, 0.1258, 0.1147, 0.0930, -0.4021, 0.1149, 0.0353, 0.1042, 0.1658, -0.0539, 0.0833, 0.1103, 0.1023, -0.3536, 1.0255, -0.0376, 0.0791, -0.2136, -0.2751, 0.0799, 0.0702, 0.1119, -0.2346, 0.1147, 0.0982, -0.0367, -0.5485, 0.1254, 0.0784, -0.0836, -0.0600, 0.1255, -0.0309, 0.1269, -0.3286, 0.0719, -0.1705, 0.1124, 0.0986, -0.0529, 0.1706, -0.1308, 0.0826, -0.0539, 0.0740, -0.2680, -0.4405, -0.0144, 0.1662, -0.0842, -0.1714, 0.1127, -0.0583, 0.1100, -0.0591, -0.0345, 0.0548, 0.0860, 0.1087, 0.1143, 0.1652, 0.1119, 0.0757, 0.0448, 0.0757, 0.0838, 0.1723, 0.1072, 0.1057, 0.1042, 0.0863, -0.5485, -0.1941, 0.1098, 0.1042, -0.0999, -0.2048, 0.1000, 0.0638, 0.0363, 0.1020, -0.0452, -0.1940, 0.1607, -0.0265, -0.0835, -0.1449]}



No. 2
{"formula": "C5H12N2O", "method": "ωB97M-V/def2-TZVPD", "de_lowest_ev": 5.670, "fmax_ev_per_a": 4.6, "homo_ha": -0.318, "elements": ["H", "H", "N", "H", "N", "H", "H", "C", "H", "H", "H", "H", "O", "C", "C", "H", "H", "H", "C", "C"], "positions_angstrom": [[2.648, 2.072, 0.007], [-0.670, -1.814, 1.652], [0.640, 2.685, 0.489], [1.016, -1.743, 1.135], [0.105, -0.091, 0.790], [1.894, -0.481, -0.150], [-2.557, -1.823, -1.747], [-1.803, -1.297, -1.166], [2.040, 0.350, 1.449], [-0.949, -3.164, -0.485], [0.841, 2.769, 1.480], [-0.437, 0.229, -0.033], [-1.548, -0.110, -1.486], [1.497, 0.319, 0.492], [1.608, 1.737, -0.063], [-0.292, 2.299, 0.417], [1.443, 1.723, -1.147], [-2.076, -1.472, 0.024], [-0.009, -1.599, 0.799], [-0.871, -2.087, -0.360]], "lowdin_charge": [0.1062, 0.1104, 0.0001, 0.1121, -0.0956, 0.1093, 0.1327, -0.4094, 0.1087, 0.1174, 0.0634, 0.0560, -0.0837, -0.2467, -0.2827, 0.0544, 0.1058, 0.1988, -0.1805, 0.0233]}



No. 3
{"formula": "C5H17NO5", "method": "ωB97M-V/def2-TZVPD", "de_lowest_ev": 2.211, "fmax_ev_per_a": 7.1, "charge": -2, "homo_ha": -0.036, "elements": ["H", "H", "H", "H", "H", "H", "C", "O", "H", "C", "O", "H", "H", "O", "H", "C", "O", "H", "H", "H", "C", "O", "H", "C", "H", "N", "H", "H"], "positions_angstrom": [[-0.728, 3.018, -2.131], [-0.925, 2.318, 0.563], [2.402, -0.100, 4.011], [-2.477, -2.459, -2.396], [-1.659, -0.144, 1.391], [0.526, 3.806, -1.917], [-0.671, 0.021, 1.003], [-1.337, -1.205, -2.216], [-0.335, 0.484, -2.951], [1.459, -1.062, 1.103], [2.522, -1.790, 1.691], [0.908, -1.939, 0.828], [-0.668, -0.814, 0.189], [-2.888, -3.408, -2.364], [2.955, -0.994, 2.802], [-0.693, 1.310, 0.134], [-0.314, 3.869, -2.270], [0.390, 1.381, -0.108], [-2.059, -3.761, -2.004], [0.474, -0.595, 2.834], [0.554, -0.027, 1.864], [3.208, -0.197, 3.698], [1.085, 0.992, 1.925], [-0.680, -0.064, -2.027], [2.086, -0.300, 0.245], [-1.280, 1.175, -1.168], [0.286, -0.250, -1.506], [-2.141, 0.737, -1.225]], "lowdin_charge": [-0.0169, 0.1059, -0.1659, 0.0028, 0.0837, -0.0260, -0.2429, -0.2915, 0.0792, -0.4007, -0.3708, 0.0798, 0.1073, -0.1860, 0.0685, -0.2958, -0.0613, 0.0884, 0.0019, 0.1072, -0.2366, -0.2576, 0.1215, -0.4619, 0.1486, -0.0905, 0.0722, 0.0373]}



No. 4
{"formula": "C3H13N4S", "method": "ωB97M-V/def2-TZVPD", "de_lowest_ev": 4.050, "fmax_ev_per_a": 4.1, "charge": 1, "smiles": "C[C@H]([NH3+])N(C)SNN", "homo_ha": -0.471, "elements": ["C", "H", "H", "H", "H", "H", "H", "H", "H", "C", "H", "H", "H", "C", "N", "S", "H", "N", "N", "H", "N"], "positions_angstrom": [[1.618, 0.589, -0.326], [-0.293, -0.721, -2.768], [0.803, 0.528, -3.017], [2.156, 0.109, 0.486], [-0.367, -2.784, -0.583], [-0.574, 0.885, -2.169], [-1.758, 0.645, 2.845], [-1.958, -2.231, -0.806], [-1.270, -2.474, 0.913], [-1.010, -2.063, -0.166], [0.308, 1.701, 3.483], [-0.470, 2.746, 2.495], [0.875, 1.480, 0.069], [0.758, -0.398, -0.951], [0.169, 0.175, -2.293], [-1.276, 0.506, 0.502], [1.214, -1.340, -1.343], [-0.053, 1.783, 2.473], [-0.943, 0.654, 2.210], [2.420, 1.041, -0.938], [-0.350, -0.832, -0.115]], "lowdin_charge": [-0.0803, 0.2182, 0.1611, 0.0998, 0.0574, 0.1426, 0.0809, 0.1081, 0.1357, -0.1878, 0.1098, 0.0840, 0.0959, -0.4303, 0.1948, 0.9297, 0.1663, -0.1118, -0.4062, 0.0965, -0.4645]}



No. 5
{"formula": "C5H14N2O2", "method": "ωB97M-V/def2-TZVPD", "de_lowest_ev": 3.496, "fmax_ev_per_a": 1.9, "smiles": "CN(C)C[C@@H](O)CON", "homo_ha": -0.294, "elements": ["C", "H", "H", "H", "N", "C", "H", "N", "H", "H", "H", "C", "H", "H", "C", "C", "H", "O", "H", "H", "O", "H", "H"], "positions_angstrom": [[2.067, -0.692, 1.172], [2.209, 1.386, -1.471], [1.982, 1.796, 0.262], [0.614, -1.810, -0.770], [-3.198, 0.762, 0.431], [-0.552, -0.197, -0.033], [-3.506, 0.743, 1.411], [1.944, -0.314, -0.227], [-2.006, -0.239, -1.648], [-0.534, -0.619, 0.992], [-1.771, -1.785, -0.881], [-1.845, -0.744, -0.705], [1.445, -0.128, 1.859], [1.716, -1.710, 1.249], [2.406, 1.045, -0.457], [0.669, -0.696, -0.778], [-3.999, 1.036, -0.154], [-0.516, 1.218, -0.042], [3.511, 1.017, -0.325], [0.584, -0.365, -1.828], [-2.960, -0.622, 0.139], [3.113, -0.622, 1.488], [-1.373, 1.539, 0.317]], "lowdin_charge": [-0.1081, 0.0787, 0.0866, 0.1328, 0.0282, -0.3717, 0.1066, -0.2638, 0.1267, 0.1415, 0.1148, -0.1766, 0.0770, 0.0792, -0.1132, -0.1896, 0.1040, -0.0501, 0.0849, 0.1358, -0.1829, 0.0879, 0.0712]}



No. 6
{"formula": "C18H18DyN7S", "method": "ωB97M-V/def2-TZVPD", "s2": 9.400, "de_lowest_ev": 0.262, "fmax_ev_per_a": 2.0, "charge": 2, "multiplicity": 6, "homo_ha": [-0.482, -0.487], "elements": ["Dy", "H", "N", "H", "N", "H", "C", "H", "N", "C", "N", "C", "C", "H", "S", "H", "H", "C", "C", "C", "C", "H", "C", "N", "C", "H", "C", "C", "H", "N", "N", "C", "C", "H", "H", "H", "H", "C", "H", "H", "H", "C", "C", "C", "H"], "positions_angstrom": [[0.037, 1.080, -0.871], [-4.080, 2.249, 1.839], [-2.696, 0.755, -1.338], [0.276, 2.099, -4.283], [-3.066, -0.493, -0.770], [4.672, -1.302, 3.014], [2.606, 0.524, -2.573], [-2.093, -3.512, -0.247], [2.127, 0.424, -0.355], [1.461, -0.232, 3.175], [1.443, 1.206, -2.824], [-3.387, 1.446, 2.035], [3.160, 0.451, -4.910], [4.365, -0.401, -3.337], [-0.634, -1.472, -1.276], [-3.207, -1.496, 3.685], [-3.012, 0.790, -2.320], [1.998, 1.180, -5.159], [-2.230, -1.557, -0.721], [-2.889, -0.656, 3.087], [2.675, -0.727, 3.568], [-0.899, -1.411, 2.831], [-1.159, 0.498, 1.872], [2.963, 0.159, -1.308], [1.251, 0.152, 1.833], [1.735, 1.481, -6.158], [1.183, 1.528, -4.100], [2.376, 0.043, 0.917], [-4.061, -0.658, -0.641], [0.106, 0.645, 1.314], [-2.702, -2.705, -0.260], [3.744, -0.884, 2.662], [-1.585, -0.602, 2.626], [-3.651, -2.819, 0.064], [-1.731, 2.398, 1.006], [4.418, -0.568, 0.653], [2.824, -0.992, 4.601], [3.608, -0.496, 1.362], [3.792, 0.138, -5.726], [0.668, -0.093, 3.893], [-3.220, 1.477, -0.825], [-2.091, 1.507, 1.553], [3.475, 0.142, -3.605], [-3.785, 0.365, 2.809], [-4.786, 0.337, 3.208]], "lowdin_charge": [1.5389, 0.1165, -0.0213, 0.1204, -0.0507, 0.1208, -0.3297, 0.1268, -0.1193, -0.0019, -0.0659, -0.0822, 0.0006, 0.1298, 0.6817, 0.1184, 0.1275, -0.0183, -0.8128, -0.0554, -0.0134, 0.1206, -0.3210, 0.1079, -0.2061, 0.1228, -0.1152, -0.1973, 0.1729, -0.1303, 0.1574, -0.0368, -0.0264, 0.1388, 0.1034, 0.1202, 0.1250, 0.0153, 0.1300, 0.1209, 0.1027, -0.1000, 0.0368, -0.0667, 0.1144]}



Sequential E_tot output: -76956.202; -10402.754; -17184.171; -20108.223; -12484.832; -64293.148 eV